# 1
C4H13N2S | the ωB97M-V functional and the def2-TZVPD basis

Computed properties:
HOMO level   -13.1 eV
M   121.23 u
Charge   +1
Gap between HOMO and LUMO   0.349 hartree
SMILES   CNC[C@@H]([NH3+])CS

Last column: natural (NBO) charge in e.
Cartesian coordinates (Å):
C  -2.27  -1.86  0.18  -0.42
N  -1.66  -0.52  0.03  -0.61
C  -0.26  -0.51  0.52  -0.25
C  0.52  0.59  -0.19  -0.08
N  0.49  1.88  0.58  -0.67
C  2.00  0.27  -0.48  -0.56
S  2.60  0.99  -2.02  0.02
H  -1.57  -2.59  -0.21  0.20
H  -3.19  -1.84  -0.39  0.22
H  -2.47  -2.12  1.21  0.18
H  -2.17  0.03  0.72  0.35
H  0.17  -1.46  0.29  0.23
H  -0.25  -0.37  1.61  0.18
H  0.01  0.73  -1.13  0.26
H  1.06  2.58  0.09  0.45
H  0.81  1.74  1.54  0.44
H  -0.43  2.32  0.67  0.45
H  2.67  0.67  0.29  0.23
H  2.12  -0.81  -0.46  0.25
H  1.82  0.29  -2.85  0.14

---

# 2
C4H14NO3 | the ωB97M-V functional and the def2-TZVPD basis

Computed properties:
HOMO level (spin up / spin down)   3.9 / -1.6 eV
M   124.16 u
Charge   -2
Spin multiplicity   2
Gap between HOMO and LUMO (spin up / spin down)   0.092 / 0.291 hartree

Last column: natural (NBO) charge in e.
Cartesian coordinates (Å):
C  -1.91  -2.12  -0.24  -1.12
N  -0.81  -1.29  -0.77  -0.49
C  0.48  -1.88  -0.46  -0.49
C  -0.84  0.09  -0.31  -0.25
C  -0.29  1.07  -1.37  -0.06
O  -0.01  2.35  -0.83  -0.86
H  -2.55  -2.41  -1.08  0.15
H  -2.47  -1.64  0.55  0.16
H  -1.53  -3.04  0.21  0.14
H  0.73  -2.74  -1.09  0.16
H  0.53  -2.23  0.59  0.16
H  1.28  -1.15  -0.53  0.20
H  -1.86  0.40  -0.07  0.18
H  -0.32  0.35  0.63  0.17
H  -1.11  1.25  -2.07  0.13
H  0.51  0.63  -1.96  0.13
H  0.93  1.91  3.32  0.44
H  1.90  1.86  2.05  0.52
O  1.85  1.90  3.07  -1.05
H  0.94  2.15  -0.19  0.49
H  2.54  2.61  0.07  0.43
O  2.00  1.93  0.49  -1.15

---

# 3
CH4Br2N3O | the ωB97M-V functional and the def2-TZVPD basis

Computed properties:
HOMO level (spin up / spin down)   -13.2 / -13.2 eV
M   233.87 u
Charge   +1
Gap between HOMO and LUMO (spin up / spin down)   0.242 / 0.241 hartree

Last column: natural (NBO) charge in e.
Cartesian coordinates (Å):
C  0.66  -0.79  -0.35  0.88
N  1.47  -1.15  0.57  -0.65
N  -0.66  0.65  0.74  -0.53
N  -1.02  1.37  -0.42  -0.58
O  0.43  -0.74  -1.49  -0.46
Br  2.76  -2.65  -0.07  0.30
Br  -2.11  -0.04  1.68  0.25
H  1.48  -1.09  1.58  0.48
H  -0.81  0.76  -1.37  0.42
H  -2.00  1.73  -0.31  0.46
H  -0.21  1.93  -0.57  0.44

---

# 4
C3H3NO2 | the ωB97M-V functional and the def2-TZVPD basis

Computed properties:
HOMO level   -9.0 eV
M   85.06 u
Gap between HOMO and LUMO   0.318 hartree

Last column: natural (NBO) charge in e.
Cartesian coordinates (Å):
O  2.14  -0.06  0.13  -0.46
C  0.70  -0.28  0.24  0.46
N  1.24  -1.44  0.38  -0.12
O  -1.88  -1.18  -0.03  -0.57
C  -1.65  0.02  -0.01  0.39
C  -0.33  0.59  0.12  -0.58
H  2.37  -0.11  -0.81  0.51
H  -2.47  0.76  -0.12  0.12
H  -0.13  1.66  0.12  0.25

---

# 5
C9H8ClOS | the ωB97M-V functional and the def2-TZVPD basis

Computed properties:
HOMO level   -3.6 eV
M   199.68 u
Charge   -1
Gap between HOMO and LUMO   0.258 hartree
SMILES   C[C@@](Cl)(C([O-])=S)c1ccccc1

Last column: natural (NBO) charge in e.
Cartesian coordinates (Å):
C  -2.02  -0.22  1.79  -0.64
C  -1.89  -0.42  0.29  -0.11
Cl  -2.25  -2.20  0.07  -0.13
C  -2.70  0.55  -0.66  0.33
O  -3.67  0.17  -1.25  -0.63
S  -2.15  2.14  -0.60  -0.47
C  -0.51  -0.29  -0.28  0.00
C  -0.16  -0.84  -1.54  -0.20
C  1.03  -0.61  -2.16  -0.23
C  1.97  0.17  -1.51  -0.23
C  1.66  0.74  -0.29  -0.21
C  0.44  0.52  0.36  -0.20
H  -3.18  -0.45  1.98  0.22
H  -1.38  -0.91  2.40  0.22
H  -1.85  0.86  2.00  0.24
H  -0.89  -1.46  -1.98  0.22
H  1.18  -1.09  -3.11  0.20
H  3.05  0.24  -1.90  0.19
H  2.46  1.44  0.05  0.19
H  0.37  1.17  1.13  0.22

---

# 6
C20H30Br2F3NO4P2 | the ωB97M-V functional and the def2-TZVPD basis

Computed properties:
HOMO level   -5.0 eV
M   627.21 u
Gap between HOMO and LUMO   0.107 hartree

Last column: natural (NBO) charge in e.
Cartesian coordinates (Å):
C  -5.01  -0.11  0.56  -0.35
C  -3.82  -0.22  0.30  -0.33
P  -2.02  -0.03  -0.42  0.95
C  -0.23  0.27  -1.07  -0.79
C  -0.18  1.27  -2.26  -0.50
C  1.26  1.43  -2.79  0.32
F  1.86  0.21  -2.90  -0.34
Br  2.28  2.46  -1.44  -0.06
C  1.35  2.19  -4.15  0.60
F  2.53  2.85  -4.30  -0.34
F  1.25  1.33  -5.17  -0.31
Br  -0.02  3.59  -4.32  0.03
C  -1.48  -1.58  0.62  -0.40
O  -2.46  -2.64  0.64  -0.55
C  -2.83  -3.02  1.89  0.38
C  -1.97  -3.38  2.91  -0.30
C  -2.44  -3.77  4.16  -0.22
C  -3.80  -3.77  4.38  -0.24
C  -4.71  -3.42  3.39  -0.20
C  -4.20  -3.07  2.15  -0.26
C  -2.61  -1.06  -1.90  -0.78
C  -1.49  -1.80  -2.72  0.09
C  -1.00  -3.13  -2.10  -0.20
O  -1.90  -3.02  -3.31  -0.54
P  -1.53  1.26  1.37  0.65
C  -2.70  1.01  2.80  -0.97
O  -1.85  2.86  0.86  -1.00
H  -6.05  -0.25  0.78  0.22
H  -2.41  1.19  -1.12  -0.14
H  0.27  0.84  -0.26  0.23
H  0.41  -0.61  -1.18  0.22
H  -0.45  2.24  -1.84  0.26
H  -0.86  0.96  -3.07  0.24
H  -1.31  -1.21  1.65  0.19
H  -0.51  -1.98  0.29  0.18
H  -0.89  -3.34  2.72  0.21
H  -1.77  -4.08  4.96  0.21
H  -4.20  -4.07  5.35  0.20
H  -5.78  -3.42  3.58  0.21
H  -4.92  -2.82  1.37  0.23
H  -3.04  -0.38  -2.67  0.22
H  -3.36  -1.83  -1.70  0.25
H  -0.75  -1.20  -3.26  0.17
H  -0.16  -3.54  -2.66  0.20
H  -1.61  -3.65  -1.37  0.23
H  -2.70  -0.04  3.10  0.24
H  -3.72  1.40  2.63  0.23
H  -2.28  1.58  3.65  0.21
H  -2.01  3.42  1.63  0.48
C  6.12  1.10  -0.43  -0.75
C  6.43  1.85  0.80  0.71
O  6.41  1.44  1.92  -0.44
N  6.83  3.31  0.74  -0.58
C  6.93  4.01  -0.57  -0.43
H  5.79  0.10  -0.16  0.29
H  5.32  1.60  -0.98  0.28
H  7.01  1.02  -1.06  0.26
H  6.19  3.77  1.39  0.46
H  7.70  3.33  1.28  0.45
H  7.38  4.98  -0.40  0.24
H  5.93  4.12  -0.98  0.25
H  7.57  3.43  -1.24  0.24

---

# 7
C4H13N2O2P | the ωB97M-V functional and the def2-TZVPD basis

Computed properties:
HOMO level (spin up / spin down)   -8.3 / -8.2 eV
M   152.13 u
Gap between HOMO and LUMO (spin up / spin down)   0.297 / 0.299 hartree

Last column: natural (NBO) charge in e.
Cartesian coordinates (Å):
C  -2.83  -0.62  1.11  -0.62
C  -2.08  1.43  -0.22  -0.64
C  0.28  -0.22  -0.90  0.22
C  -1.94  -0.08  -0.06  0.11
N  3.27  -2.26  -1.08  -0.57
N  3.57  0.89  0.51  -1.18
O  -0.60  -0.51  0.17  -0.55
O  1.47  0.36  -0.49  -0.80
P  2.47  -0.43  0.52  1.30
H  -3.78  -0.15  0.82  0.20
H  -3.08  -1.71  1.20  0.22
H  -2.38  -0.25  2.03  0.22
H  -1.58  1.72  -1.13  0.21
H  -1.54  1.92  0.53  0.22
H  -3.15  1.66  -0.38  0.22
H  0.42  -1.16  -1.38  0.17
H  -0.07  0.50  -1.74  0.16
H  -2.24  -0.52  -0.99  0.16
H  4.05  -2.72  -0.44  0.26
H  4.55  0.84  0.52  0.39
H  3.39  1.55  -0.24  0.40
H  1.78  -0.22  1.64  -0.10

---

# 8
C3H4F2 | the ωB97M-V functional and the def2-TZVPD basis

Computed properties:
HOMO level   -10.2 eV
M   78.06 u
Gap between HOMO and LUMO   0.410 hartree
SMILES   C=CC(F)F

Last column: natural (NBO) charge in e.
Cartesian coordinates (Å):
C  -0.46  -0.53  1.75  -0.38
C  0.46  0.15  0.94  -0.26
C  0.44  0.04  -0.56  0.52
F  -0.15  -1.02  -1.04  -0.31
F  -0.26  1.30  -0.82  -0.39
H  -1.47  -1.19  1.17  0.24
H  -0.34  -0.44  2.76  0.20
H  1.48  0.97  1.17  0.24
H  1.36  0.21  -1.14  0.14